Molecular formula: C6H21N2O2
Method: DFT, the ωB97M-V functional and the def2-TZVPD basis

Structure (XYZ):
```
31
Properties=species:S:1:pos:R:3:forces:R:3:mulliken_charge:R:1
C -1.437082 -1.394212 0.250748 2.26 -0.30 -1.87 -0.391
N -0.522972 -0.320378 -0.280416 -2.05 1.11 2.37 0.108
C 0.106694 0.536841 0.799464 -1.47 0.44 -1.24 -0.516
C -0.282791 2.014213 0.588618 0.69 0.95 -0.37 -0.858
C 0.998352 2.864854 0.384045 -0.26 0.53 -0.53 -0.677
C 1.711773 2.623750 -0.958623 -0.02 0.92 -0.84 -1.093
C -1.619648 -2.611053 -0.702618 0.25 -0.82 1.03 -0.748
N -0.989978 -2.530131 -2.098013 -0.11 0.53 2.20 -0.190
H -0.858471 -1.730478 1.098895 -0.83 -0.20 0.64 0.463
H -2.425965 -0.997440 0.388836 -0.25 0.68 0.72 0.340
H -1.076794 0.293547 -0.889389 0.78 -0.01 -0.71 0.363
H -0.323535 0.248830 1.774714 0.47 -0.67 -0.38 0.444
H 1.192017 0.453928 0.827294 0.14 -0.37 0.00 0.339
H -0.719178 2.397168 1.517429 -0.02 -0.55 0.01 0.367
H -1.144211 2.189939 -0.100240 0.86 -0.21 -0.25 0.567
H 0.797894 3.933887 0.510607 -0.43 -0.17 -0.32 0.489
H 1.659837 2.716171 1.227120 0.23 -0.63 0.30 0.352
H 1.272742 1.778429 -1.496834 -0.01 0.11 -0.15 0.231
H 2.788430 2.479815 -0.979631 0.14 -0.36 0.78 0.341
H 1.658520 3.533333 -1.598939 -0.55 -0.71 0.25 0.304
H -1.084831 -3.421622 -0.168186 -0.12 0.23 -0.81 0.311
H -2.673900 -2.943029 -0.674155 0.48 0.41 -0.79 0.467
H 0.003444 -2.280890 -1.904848 0.36 -0.94 -0.22 0.289
H -1.082751 -3.487384 -2.448774 0.19 0.47 -0.86 0.366
H -1.319134 -1.769551 -2.690750 -0.71 -0.55 -0.41 0.362
H 0.635367 1.888293 3.610698 -0.06 -0.04 0.46 0.282
H -0.703703 1.100997 3.874279 0.43 0.42 0.24 0.284
O -0.158897 1.534238 3.198922 -0.30 -0.37 0.75 -0.594
H 1.559736 -3.832432 -0.947171 1.28 0.32 0.37 0.319
H 2.401567 -2.370216 -0.934789 0.43 -1.02 0.32 0.310
O 1.637472 -2.899414 -1.178278 -1.82 0.78 -0.69 -0.632
```
Forces are in eV/Å.

Summary:
Spin multiplicity   2
Energy relative to the best compared isomer or geometry (same formula, charge and spin)   0.000 eV
Net charge   +2
Gap between HOMO and LUMO (alpha / beta)   10.4668 / 5.7325 eV

***

Molecular formula: C5H8N2
Method: DFT, the ωB97M-V functional and the def2-TZVPD basis

Structure (XYZ):
```
15
Properties=species:S:1:pos:R:3:forces:R:3:mulliken_charge:R:1
C -2.380536 -0.224431 0.004705 -0.12 -0.03 0.03 -1.184
C -0.919561 0.106636 0.094256 0.03 0.11 -0.05 0.878
C -0.332950 1.342670 -0.020766 -0.15 -0.04 -0.01 -0.902
N 1.032066 1.165780 -0.015838 0.14 -0.09 0.01 0.002
C 1.325773 -0.164403 0.091062 -0.18 0.11 -0.05 0.154
N 2.679712 -0.570803 0.053068 -0.04 -0.18 -0.05 -0.595
C 0.138004 -0.848890 0.178044 0.06 -0.03 -0.03 -0.677
H -2.568692 -1.236003 0.379491 0.02 0.16 -0.02 0.308
H -3.006815 0.465777 0.579946 0.13 -0.07 -0.08 0.332
H -2.725216 -0.197075 -1.036668 0.03 -0.01 0.17 0.237
H -0.768444 2.326551 -0.135783 0.06 -0.18 0.05 0.381
H 1.730866 1.890180 -0.002100 -0.10 -0.09 -0.02 0.212
H 2.779766 -1.492191 0.464157 0.02 0.14 0.02 0.274
H 2.991395 -0.641712 -0.911999 0.05 0.03 0.14 0.248
H 0.024638 -1.922089 0.278424 0.04 0.16 -0.09 0.332
```
Forces are in eV/Å.

Summary:
SMILES string   Cc1c[nH]c(N)c1
Energy relative to the best compared isomer or geometry (same formula, charge and spin)   0.134 eV
Gap between HOMO and LUMO   8.6738 eV

***

Molecular formula: C3H5P3
Method: DFT, the ωB97M-V functional and the def2-TZVPD basis

Structure (XYZ):
```
11
Properties=species:S:1:pos:R:3:forces:R:3:mulliken_charge:R:1
C 0.747170 1.181950 -0.433282 -2.53 4.53 -4.16 -0.229
C 0.979653 -1.303702 0.095408 0.31 -3.44 0.90 -0.240
C -1.686153 -0.075390 0.177167 -2.22 0.56 0.89 -0.851
P 2.370147 1.263505 -0.019061 2.23 -0.80 1.24 -0.105
P 2.500336 -0.830754 0.608250 0.31 0.52 -0.17 -0.128
P -0.139212 -0.264442 -0.745352 -0.04 0.97 -0.03 0.161
H 0.535940 2.300509 -1.205975 0.08 -3.63 2.43 0.192
H 0.738062 -2.412202 0.280471 0.17 1.77 -0.37 0.296
H -2.644419 -0.586850 -0.196401 1.68 0.49 0.43 0.311
H -1.881803 1.029276 0.174109 0.06 -0.88 -0.19 0.281
H -1.519718 -0.301895 1.264668 -0.04 -0.11 -0.97 0.313
```
Forces are in eV/Å.

Summary:
Spin multiplicity   3
Energy relative to the best compared isomer or geometry (same formula, charge and spin)   1.325 eV
Gap between HOMO and LUMO (alpha / beta)   6.4864 / 5.6298 eV

***

Molecular formula: C28H46N6O4
Method: DFT, the ωB97M-V functional and the def2-TZVPD basis

Structure (XYZ):
```
84
Properties=species:S:1:pos:R:3:forces:R:3:mulliken_charge:R:1
C -31.056629 -35.840999 -31.933384 0.04 0.11 -0.42 -0.123
C -32.164142 -34.955729 -32.008452 -0.59 -0.16 -0.03 0.078
C -32.896903 -35.110605 -30.858017 0.54 -0.30 0.47 -1.052
N -32.233815 -36.031339 -30.070501 -0.16 0.58 -0.66 0.060
C -31.110952 -36.463806 -30.727287 -0.38 -0.56 0.89 -0.885
H -30.372391 -36.050719 -32.737174 0.25 0.12 0.17 0.425
H -32.451393 -34.355667 -32.856875 0.08 0.13 0.06 0.457
H -33.775006 -34.632499 -30.460346 -0.10 0.06 -0.26 0.442
H -32.590492 -36.400307 -29.211689 0.11 0.03 0.17 0.196
H -30.511196 -37.208110 -30.228491 0.21 0.00 -0.34 0.406
C -29.488166 -32.925054 -35.251770 -0.60 0.60 0.10 -1.131
C -30.083024 -32.166859 -34.197564 0.46 -0.18 0.04 0.097
C -29.978358 -30.853272 -34.553597 -0.28 1.18 0.01 -0.886
N -29.386807 -30.755382 -35.772651 -0.03 -0.82 -0.36 0.386
C -29.133788 -32.021042 -36.232671 0.67 -0.46 0.24 -0.538
H -29.442995 -33.999508 -35.261056 0.22 -0.01 -0.34 0.632
H -30.448787 -32.546138 -33.257499 -0.11 -0.03 -0.07 0.279
H -30.306768 -29.915312 -34.126532 -0.06 -0.33 0.45 0.584
H -29.224328 -29.892571 -36.276212 -0.07 -0.20 0.00 0.290
H -28.628634 -32.205873 -37.166988 -0.09 0.16 -0.07 0.337
C -29.559204 -28.096621 -37.731238 -0.84 -0.06 0.29 -1.026
C -28.166645 -28.246101 -37.847593 0.34 -0.36 0.03 -0.426
C -27.953037 -29.291844 -38.716728 0.57 0.03 -0.03 -0.422
N -29.156228 -29.776121 -39.130294 -0.12 0.54 0.36 0.195
C -30.152869 -29.053871 -38.516905 0.10 -0.13 -0.75 -0.322
H -30.091194 -27.427303 -37.072876 0.02 0.13 -0.14 0.476
H -27.427279 -27.693337 -37.292658 0.12 0.00 -0.16 0.387
H -27.028297 -29.716404 -39.076628 -0.06 0.00 0.05 0.364
H -29.290156 -30.522083 -39.795909 -0.26 -0.07 0.08 0.227
H -31.176698 -29.230235 -38.802255 -0.05 -0.01 0.30 0.472
C -33.646302 -27.258900 -33.531586 -0.91 0.71 -0.04 -0.852
C -32.648867 -28.165120 -33.918555 -0.01 -0.72 0.03 0.323
C -33.294599 -29.272647 -34.446303 0.54 0.37 0.00 -0.938
N -34.625324 -28.988671 -34.483751 -0.73 0.15 0.42 0.085
C -34.866609 -27.773258 -33.899897 0.57 0.10 0.01 -0.570
H -33.552896 -26.307607 -33.031104 0.30 -0.01 -0.08 0.423
H -31.595393 -27.998314 -33.777756 0.05 -0.27 0.04 0.422
H -32.926890 -30.254769 -34.695055 0.08 0.11 -0.30 0.546
H -35.366878 -29.589070 -34.790617 0.17 -0.27 -0.05 0.179
H -35.845546 -27.340533 -33.787770 -0.09 -0.20 -0.11 0.380
C -32.236960 -31.514577 -29.613860 -1.22 -0.29 1.14 -0.675
C -31.133193 -31.208372 -30.386880 1.59 0.94 -1.10 0.565
C -30.324961 -30.323687 -29.682974 -0.73 -1.03 0.69 -1.264
N -30.915518 -30.187166 -28.440335 0.09 0.39 -0.77 0.021
C -32.107333 -30.860946 -28.415022 0.47 0.17 0.41 -0.529
H -33.068024 -32.161975 -29.837362 0.07 -0.02 -0.24 0.341
H -30.938845 -31.543328 -31.394515 0.00 -0.02 0.10 0.484
H -29.357381 -29.887188 -29.855712 -0.04 0.02 -0.28 0.468
H -30.595089 -29.521012 -27.763491 -0.08 -0.06 0.20 0.213
H -32.708383 -30.829345 -27.521296 -0.14 -0.10 -0.13 0.417
C -29.439013 -27.329020 -32.385139 0.52 0.26 -0.16 -0.385
C -30.439484 -27.172587 -31.403388 -0.39 0.29 0.26 0.006
C -30.672450 -25.823794 -31.281852 0.57 0.51 -0.02 -1.002
N -29.802568 -25.159885 -32.127460 -0.86 -0.53 0.45 0.053
C -29.075673 -26.074090 -32.817452 0.43 -0.32 -0.34 -0.856
H -28.963378 -28.246472 -32.693046 -0.14 -0.05 -0.10 0.654
H -30.926638 -27.974187 -30.872695 -0.10 0.09 0.02 0.497
H -31.283676 -25.190585 -30.658083 -0.24 -0.45 0.13 0.417
H -29.792765 -24.161358 -32.178345 0.25 0.11 -0.34 0.177
H -28.363048 -25.799300 -33.578655 0.01 0.11 0.12 0.433
C -31.264319 -36.023293 -35.512398 -0.64 -0.23 -0.04 -0.137
O -30.075890 -36.178613 -36.260735 0.20 0.22 -0.32 -0.499
H -31.638493 -36.993998 -35.170403 0.09 0.11 0.28 0.351
H -31.173375 -35.318132 -34.683911 0.16 -0.14 0.06 -0.319
H -32.048513 -35.625258 -36.158841 0.27 0.06 -0.23 0.263
H -29.404454 -36.614208 -35.729851 -0.11 -0.03 0.12 0.305
C -26.673888 -35.112581 -37.453931 0.57 0.79 0.23 -0.311
O -25.428950 -34.816589 -38.111546 -0.31 -0.01 0.06 -0.554
H -27.462518 -35.275651 -38.187586 -0.02 -0.43 0.12 0.239
H -26.484176 -35.939027 -36.770834 -0.34 -0.29 -0.30 0.308
H -26.978530 -34.268547 -36.826571 -0.07 -0.05 -0.03 0.021
H -25.293746 -33.869205 -38.050957 0.10 0.00 -0.06 0.310
C -32.304064 -32.443029 -37.804189 1.08 -0.24 -0.15 -0.032
O -33.620504 -32.935157 -37.710529 -0.27 -0.22 0.49 -0.565
H -32.211406 -31.355359 -37.823015 -0.25 0.05 -0.12 0.115
H -31.690192 -32.773075 -36.962221 -0.52 -0.03 0.31 -0.128
H -31.771576 -32.883617 -38.654412 -0.19 0.29 -0.31 0.309
H -34.236446 -32.395557 -38.205890 0.14 0.16 -0.17 0.309
C -28.425306 -32.660163 -40.742191 0.76 0.75 -0.20 -0.526
O -29.804013 -32.303656 -40.741595 0.13 -0.18 0.16 -0.454
H -28.152493 -33.256143 -39.873247 -0.46 -0.21 -0.03 0.092
H -28.097355 -33.156879 -41.656423 -0.25 -0.25 0.08 0.389
H -27.806330 -31.750752 -40.676318 -0.04 -0.08 -0.03 0.244
H -30.090331 -32.177311 -41.649997 0.00 -0.02 0.00 0.258
```
Forces are in eV/Å.

Summary:
SMILES string   c1cc[nH]c1.c1cc[nH]c1.c1cc[nH]c1.c1cc[nH]c1.c1cc[nH]c1.c1cc[nH]c1.CO.CO.CO.CO
Energy relative to the best compared isomer or geometry (same formula, charge and spin)   3.575 eV
Gap between HOMO and LUMO   8.3059 eV